(1)
# CBrClN2O4

A cluster of 2 separate species, CBrClN2O4 in total (the ωB97M-V functional and the def2-TZVPD basis, the OMol25 dataset).

Summary:
- highest occupied orbital energy (spin up / spin down) (eV) = -10.173 / -10.177
- net charge = 0
- E_tot (Ha) = -3482.393998
- energy above the lowest of the compared OMol25 structures with the same formula, charge and spin (kcal per mole) = 91.8

Element x y z (Å)
1 Br -2.27097 0.44613 0.06680
2 Cl 1.23973 2.51146 0.99973
3 O 1.18412 -1.26669 0.97874
4 O 1.31655 -0.25469 -1.49737
5 O -0.53134 0.58753 -2.19567
6 O -0.67180 -1.07152 2.03262
7 N 0.18363 0.08483 -1.37629
8 N 0.03469 -0.90406 1.05649
9 C -0.48462 -0.13298 -0.06504

From a Löwdin analysis of the wavefunction, the atomic charges in e read: 1.004 -0.125 0.123 0.140 0.054 0.061 -0.432 -0.421 -0.403

---

(2)
# C3H4S2

An isolated molecule of C3H4S2 (the ωB97M-V functional and the def2-TZVPD basis, the OMol25 dataset).

Summary:
- highest occupied orbital energy (eV) = -8.741
- structure (SMILES) = C=CSC=S
- net charge = 0
- E_tot (Ha) = -912.978319
- energy above the lowest of the compared OMol25 structures with the same formula, charge and spin (kcal per mole) = 51.6

Element x y z (Å)
1 S 3.70254 -0.43458 -0.40882
2 S 0.85884 0.82230 0.35141
3 C -0.55304 -0.34906 0.16967
4 C -1.59938 0.29858 -0.24788
5 C 2.76819 0.65969 0.16995
6 H -2.55503 -0.14546 -0.32118
7 H -0.44304 -1.51658 0.33781
8 H -1.42883 1.34584 -0.52497
9 H 2.83778 1.71503 0.43807

From a Löwdin analysis of the wavefunction, the atomic charges in e read: 0.675 0.787 -0.483 -0.140 -1.030 0.048 0.116 0.048 -0.021

---

(3)
# C4H7N5S

An isolated molecule of C4H7N5S (the ωB97M-V functional and the def2-TZVPD basis, the OMol25 dataset).

Summary:
- highest occupied orbital energy (eV) = -8.632
- structure (SMILES) = CNC(=S)n1cnc(N)n1
- net charge = 0
- E_tot (Ha) = -828.604475
- energy above the lowest of the compared OMol25 structures with the same formula, charge and spin (kcal per mole) = 0.0

Element x y z (Å)
1 S 2.15511 -1.35898 0.01789
2 N -3.50882 0.91511 -0.05629
3 N -1.16659 0.82651 0.02677
4 N -0.27503 -0.25088 0.01103
5 N 1.45642 1.22381 -0.01770
6 N -2.28549 -1.11669 -0.02063
7 C -2.31534 0.23126 -0.02469
8 C 2.84986 1.72480 -0.01683
9 C 1.10843 -0.03821 0.00087
10 C -0.99791 -1.41276 -0.03798
11 H 2.79820 2.83397 0.02450
12 H -3.43711 1.91952 0.17925
13 H -0.36319 -2.32510 0.02248
14 H -4.31886 0.45194 0.34879
15 H 3.43425 1.40062 -0.89077
16 H 0.67744 1.90368 0.02114
17 H 3.31389 1.34342 0.87796

From a Löwdin analysis of the wavefunction, the atomic charges in e read: 0.608 0.119 0.132 -0.116 -0.041 0.130 -0.520 -0.075 -0.814 -0.110 0.093 0.107 0.107 0.096 0.085 0.133 0.067

---

(4)
# C30H46BrN3P2PbSe

A structure of composition C30H46BrN3P2PbSe (the ωB97M-V functional and the def2-TZVPD basis, the OMol25 dataset).

Summary:
- highest occupied orbital energy (spin up / spin down) (eV) = -12.671 / -12.532
- net charge = +2
- E_tot (Ha) = -7185.324481
- energy above the lowest of the compared OMol25 structures with the same formula, charge and spin (kcal per mole) = 0.0

Element x y z (Å)
1 Pb 0.51577 -0.17216 0.12919
2 Br 0.25197 -0.40409 2.97762
3 Se -1.15838 -2.52745 -0.37149
4 P 3.95167 4.65291 -0.65019
5 P -1.46352 1.81841 0.23775
6 N -0.10133 1.01342 -11.78858
7 N -1.90650 -3.15307 2.34302
8 N 0.15769 -3.67414 1.90917
9 C 2.19003 5.09268 -0.30189
10 C 0.43522 1.97694 -11.04522
11 C -2.18831 3.79516 -1.74638
12 C -0.05557 -3.93935 3.24864
13 C 0.47634 1.90413 -9.64589
14 C 5.53852 2.81350 0.68748
15 C -0.04061 0.46028 -2.14767
16 C -0.62357 -0.06526 -11.21171
17 C -1.49390 2.43980 1.97278
18 C -0.06397 0.76670 -9.00775
19 C 4.08387 3.07172 0.29582
20 C -1.10072 3.28989 -0.80100
21 C -0.97387 -3.16429 1.34535
22 C 1.14750 0.80871 -4.19405
23 C -0.03892 0.63826 -7.56960
24 C -1.34895 -3.61953 3.51755
25 C 1.42338 -3.71157 1.20762
26 C -0.02342 0.54797 -6.34946
27 C 4.19262 5.05206 -3.40637
28 C -3.17699 1.29776 -0.14638
29 C -1.16553 0.08617 -4.22383
30 C -0.63257 -0.23715 -9.82031
31 C 2.09184 6.24666 0.69458
32 C 3.78610 3.99902 -2.37513
33 C 1.13840 0.78330 -2.79303
34 C -3.21600 -2.55452 2.21843
35 C -1.19208 0.10224 -2.81654
36 C -0.01354 0.47378 -4.92178
37 C -2.10036 3.81116 2.25893
38 C -4.30185 2.12155 0.48056
39 H -4.31999 2.03629 1.57327
40 H 6.10700 2.39334 -0.14874
41 H 3.38801 5.77484 -3.57820
42 H -1.47295 4.62959 1.89038
43 H -0.20672 3.01995 -1.38649
44 H 0.92078 2.71929 -9.07569
45 H 1.09720 6.70351 0.64459
46 H -3.31327 -1.69453 2.89583
47 H 5.08315 5.60315 -3.08325
48 H -4.26230 3.18270 0.20388
49 H -2.52314 3.02664 -2.45597
50 H 2.25371 5.90166 1.72222
51 H -3.05913 4.19586 -1.21029
52 H 0.73056 -4.29519 3.88740
53 H 2.04836 1.08840 -4.73634
54 H -2.00812 1.66221 2.56076
55 H 4.42086 4.57074 -4.36286
56 H -2.05474 -0.21554 -4.78060
57 H 1.68163 4.19343 0.07722
58 H 1.79385 -2.69546 0.99821
59 H -1.07543 -1.13483 -9.39023
60 H -3.27618 1.30203 -1.24165
61 H 3.45114 3.17316 1.18932
62 H 1.73290 5.36735 -1.26333
63 H 2.15389 -4.22954 1.83653
64 H -5.26015 1.73788 0.11005
65 H -2.16786 3.92560 3.34671
66 H -2.10370 -0.19260 -2.29441
67 H 3.68295 2.25457 -0.32196
68 H -1.90634 -3.65553 4.43410
69 H -0.79958 4.09357 -0.11281
70 H 4.43931 3.11705 -2.44282
71 H -1.05480 -0.83200 -11.86508
72 H 2.83346 7.02457 0.47601
73 H 0.85299 2.84661 -11.56487
74 H 5.58545 2.10448 1.51936
75 H -1.77374 4.62063 -2.33979
76 H -0.44447 2.41510 2.31193
77 H 6.02995 3.74076 1.00287
78 H -3.99174 -3.29454 2.45238
79 H 2.06002 1.00835 -2.23491
80 H -3.34276 -2.22237 1.18202
81 H 1.29946 -4.24235 0.25628
82 H -3.25022 0.24340 0.17300
83 H -3.11364 3.92364 1.86151
84 H 2.74647 3.67283 -2.52632

From a Löwdin analysis of the wavefunction, the atomic charges in e read: 0.921 0.161 0.741 0.991 0.866 0.067 -0.122 -0.134 -0.453 -0.121 -0.110 -0.021 -0.007 -0.173 -0.316 -0.120 -0.437 -0.223 -0.453 -0.374 -0.726 0.023 0.082 -0.018 -0.037 0.050 -0.169 -0.385 0.025 -0.007 -0.169 -0.449 -0.131 -0.019 -0.110 -0.203 -0.118 -0.123 0.079 0.072 0.071 0.074 0.056 0.115 0.066 0.108 0.067 0.064 0.073 0.071 0.074 0.142 0.140 0.064 0.070 0.144 0.047 0.041 0.116 0.067 0.071 0.074 0.114 0.092 0.093 0.095 0.051 0.144 0.071 0.074 0.118 0.068 0.118 0.068 0.091 0.045 0.065 0.116 0.094 0.042 0.101 0.066 0.059 0.055

---

(5)
# C5H8N4

An isolated molecule of C5H8N4 (the ωB97M-V functional and the def2-TZVPD basis, the OMol25 dataset).

Summary:
- highest occupied orbital energy (eV) = -7.891
- structure (SMILES) = C/C=C(N)/N=C(/N)C#N
- net charge = 0
- E_tot (Ha) = -414.307097
- energy above the lowest of the compared OMol25 structures with the same formula, charge and spin (kcal per mole) = 15.7

Element x y z (Å)
1 N -1.43384 -1.13036 0.64468
2 N -0.66257 0.97690 -2.06931
3 N 2.01187 -1.15006 -2.09976
4 N 0.86005 -1.30213 -0.06414
5 C 0.13824 0.69462 1.06236
6 C 0.10529 0.25121 -1.60899
7 C -0.84038 1.70455 1.55707
8 C -0.19412 -0.51833 0.57086
9 C 1.06582 -0.77320 -1.21149
10 H -1.40526 -2.14109 0.68831
11 H -0.32793 2.58009 1.99731
12 H -2.03169 -0.73174 1.35780
13 H 1.94867 -0.83448 -3.05530
14 H -1.50609 1.28416 2.33342
15 H 2.56782 -1.94886 -1.86147
16 H 1.17667 0.99002 1.01993
17 H -1.47254 2.04870 0.73872

From a Löwdin analysis of the wavefunction, the atomic charges in e read: 0.133 0.187 0.155 0.143 -0.155 -0.179 -0.107 -0.464 -0.429 0.095 0.076 0.085 0.111 0.071 0.107 0.103 0.070

---

(6)
# C3H9NS2

An isolated molecule of C3H9NS2 (the ωB97M-V functional and the def2-TZVPD basis, the OMol25 dataset).

Summary:
- highest occupied orbital energy (eV) = -8.715
- structure (SMILES) = NCCCSS
- net charge = 0
- E_tot (Ha) = -970.781865
- energy above the lowest of the compared OMol25 structures with the same formula, charge and spin (kcal per mole) = 31.3

Element x y z (Å)
1 S -2.82783 0.67022 -0.34112
2 S -0.86935 -0.21389 0.69515
3 N 3.50094 -1.12917 -0.33764
4 C 1.69054 0.52911 0.05267
5 C 0.20564 0.80720 -0.31934
6 C 2.00416 -0.94799 -0.16520
7 H 1.42096 -1.33773 -0.99935
8 H -0.01460 1.86685 -0.22025
9 H 1.93449 0.72997 1.10188
10 H -3.23219 0.21794 0.83060
11 H 3.83390 -1.48030 0.55431
12 H 2.30126 1.15882 -0.58683
13 H 1.84610 -1.46365 0.77807
14 H 0.13666 0.47763 -1.35679
15 H 3.59411 -1.95342 -0.92539

From a Löwdin analysis of the wavefunction, the atomic charges in e read: 0.343 0.535 -0.016 -0.283 -0.641 -0.305 0.107 0.064 0.107 -0.280 0.053 0.105 0.092 0.066 0.053